[1]
This record from the OMol25 dataset describes the molecule C7H6N2O4S2 at a distorted geometry. The level of theory is the ωB97M-V functional and the def2-TZVPD basis.

```
! wB97M-V def2-TZVPD RIJCOSX def2/J DEFGRID3
* xyz 0 1
C -2.321 2.170 0.017
C -1.440 2.577 1.030
C -2.132 1.011 -0.632
C -0.305 1.910 1.303
C -1.007 0.158 -0.283
C -0.063 0.701 0.623
C 0.453 -1.429 -1.104
N -0.758 -0.993 -0.941
N 0.838 -1.365 1.999
O 1.622 -2.182 -3.388
O 2.010 -3.607 -1.415
O 1.583 -1.040 -0.578
O 2.386 0.588 1.357
S 0.914 -2.850 -2.334
S 1.282 -0.271 1.139
H -3.195 2.747 -0.062
H -1.650 3.681 1.310
H -2.855 0.778 -1.340
H 0.366 2.338 2.114
H 2.695 -2.996 -1.257
H 1.576 -1.924 2.443
*
```

Summary:
- calculated total energy (hartree) = -1477.0648
- strongest force on any atom (hartree/bohr) = 0.0777

=====

[2]
This record from the OMol25 dataset describes a cluster of 4 separate species, C4H14NOS2 in total at a distorted geometry. The level of theory is the ωB97M-V functional and the def2-TZVPD basis.

```
! wB97M-V def2-TZVPD RIJCOSX def2/J DEFGRID3
* xyz 1 1
N -0.648 -1.535 0.213
C -0.522 -0.977 -1.136
C 0.823 -1.192 -1.782
C -0.972 0.510 -1.341
S -2.608 0.863 -0.783
S 0.787 1.102 1.321
C -0.319 2.550 1.828
H -1.685 -1.087 0.594
H -2.593 -0.964 0.912
H -0.153 -0.880 0.793
H -1.359 -1.452 -1.846
H 0.702 -1.072 -2.862
H 1.548 -0.408 -1.366
H 1.224 -2.247 -1.472
H -0.844 0.598 -2.429
H -0.178 1.157 -1.011
H -0.604 3.176 0.962
H -1.234 2.190 2.262
H 0.311 3.155 2.518
H 3.514 -1.400 1.781
H 2.216 -0.582 1.407
O 2.595 -1.508 1.436
*
```

Summary:
- calculated total energy (hartree) = -1086.5572
- strongest force on any atom (hartree/bohr) = 0.0762

=====

[3]
This record from the OMol25 dataset describes a cluster of 8 separate species, C35H64ClN2O24P in total at a distorted geometry. The level of theory is the ωB97M-V functional and the def2-TZVPD basis.

```
! wB97M-V def2-TZVPD RIJCOSX def2/J DEFGRID3
* xyz 0 1
N 0.431 2.890 -2.589
C -0.304 2.076 -2.071
C -1.100 1.051 -1.143
C -1.062 -0.500 -1.698
C -2.210 -0.587 -2.799
N -3.060 -0.886 -3.618
C -1.274 -1.427 -0.400
C -1.839 -2.903 -0.672
O -0.887 -3.986 -0.400
C -0.076 -4.136 -1.570
O -0.471 -4.604 -2.679
P 0.667 -0.896 -2.471
O 1.909 -0.129 -1.521
Cl 0.767 -0.120 -4.461
H -2.221 1.351 -1.211
H -0.826 1.097 -0.033
H -1.884 -0.812 0.371
H -0.222 -1.557 0.083
H -2.280 -3.089 -1.710
H -2.712 -3.067 0.078
H 1.035 -3.835 -1.474
H 2.752 -0.078 -2.047
C 6.698 2.268 -8.874
C 6.168 0.961 -8.313
O 5.606 1.142 -7.007
C 4.403 1.742 -6.968
O 3.769 2.128 -7.923
O 4.038 1.866 -5.680
C 2.823 2.592 -5.493
H 7.410 2.722 -8.180
H 7.191 2.103 -9.834
H 5.895 2.993 -9.024
H 6.996 0.256 -8.201
H 5.439 0.497 -8.983
H 2.008 2.157 -6.076
H 2.971 3.641 -5.760
H 2.557 2.538 -4.436
C -1.218 6.493 -1.160
C -1.747 5.187 -0.596
O -2.305 5.370 0.713
C -3.507 5.969 0.754
O -4.144 6.354 -0.200
O -3.869 6.095 2.043
C -5.082 6.821 2.231
H -0.505 6.948 -0.469
H -0.728 6.327 -2.121
H -2.022 7.219 -1.309
H -0.917 4.483 -0.487
H -2.478 4.723 -1.264
H -5.899 6.386 1.651
H -4.934 7.870 1.962
H -5.344 6.769 3.289
C 5.790 0.474 1.616
C 6.803 -0.421 0.925
O 6.688 -1.781 1.368
C 5.635 -2.463 0.887
O 4.797 -2.037 0.126
O 5.654 -3.696 1.423
C 4.519 -4.490 1.079
H 5.879 0.386 2.702
H 5.938 1.516 1.329
H 4.766 0.192 1.359
H 7.812 -0.092 1.189
H 6.719 -0.364 -0.164
H 4.392 -4.552 -0.004
H 3.621 -4.082 1.550
H 4.685 -5.498 1.464
C -6.436 8.157 -3.034
C -5.260 8.695 -2.239
O -4.186 9.096 -3.101
C -4.371 10.249 -3.766
O -5.345 10.964 -3.695
O -3.297 10.459 -4.549
C -3.418 11.601 -5.395
H -6.114 7.347 -3.693
H -7.214 7.785 -2.365
H -6.875 8.929 -3.671
H -4.867 7.901 -1.598
H -5.556 9.521 -1.585
H -3.646 12.500 -4.819
H -4.185 11.423 -6.153
H -2.461 11.748 -5.899
C 6.508 -3.603 4.449
C 5.166 -2.916 4.275
O 4.217 -3.367 5.252
C 4.392 -2.891 6.499
O 5.261 -2.129 6.854
O 3.450 -3.434 7.290
C 3.593 -3.097 8.669
H 6.388 -4.689 4.434
H 7.196 -3.310 3.654
H 6.966 -3.347 5.407
H 4.755 -3.176 3.299
H 5.260 -1.827 4.305
H 3.626 -2.014 8.811
H 4.491 -3.567 9.076
H 2.725 -3.488 9.202
C 2.259 -5.834 5.210
C 1.780 -5.943 3.774
O 0.750 -6.932 3.637
C -0.461 -6.579 4.100
O -0.750 -5.518 4.607
O -1.295 -7.621 3.930
C -2.593 -7.415 4.484
H 2.577 -6.811 5.583
H 3.093 -5.135 5.285
H 1.463 -5.486 5.873
H 2.611 -6.269 3.142
H 1.439 -4.979 3.386
H -3.049 -6.500 4.098
H -2.532 -7.385 5.575
H -3.219 -8.261 4.196
C -7.643 -4.989 3.484
C -7.729 -3.876 2.455
O -6.580 -3.865 1.598
C -6.539 -4.835 0.667
O -7.374 -5.691 0.494
O -5.391 -4.705 -0.022
C -5.170 -5.746 -0.973
H -6.710 -4.918 4.049
H -8.484 -4.939 4.177
H -7.651 -5.973 3.009
H -7.743 -2.912 2.971
H -8.647 -3.939 1.865
H -6.013 -5.841 -1.660
H -4.986 -6.690 -0.456
H -4.281 -5.489 -1.552
*
```

Summary:
- calculated total energy (hartree) = -4088.8176
- SMILES = N#CC[C@](C#N)(CCOC=O)P(O)Cl.CCOC(=O)OC.CCOC(=O)OC.CCOC(=O)OC.CCOC(=O)OC.CCOC(=O)OC.CCOC(=O)OC.CCOC(=O)OC
- strongest force on any atom (hartree/bohr) = 0.1344

=====

[4]
This record from the OMol25 dataset describes a cluster of 8 separate species, C43H43N5O6 in total at a distorted geometry. The level of theory is the ωB97M-V functional and the def2-TZVPD basis.

```
! wB97M-V def2-TZVPD RIJCOSX def2/J DEFGRID3
* xyz 0 1
O 2.411 -2.185 4.287
C 3.646 -2.282 3.698
C 3.888 -1.691 2.418
C 5.268 -1.564 1.803
C 6.403 -2.058 2.573
O 7.683 -2.023 2.233
C 6.111 -2.734 3.827
C 4.762 -2.836 4.347
H 1.526 -2.227 3.872
H 3.085 -1.141 1.949
H 5.613 -0.843 0.886
H 7.895 -1.563 1.523
H 6.898 -2.993 4.416
H 4.623 -3.207 5.314
O 0.947 4.796 -5.491
C 1.146 3.698 -4.778
C 1.158 3.633 -3.393
C 1.484 2.389 -2.639
C 1.822 1.248 -3.435
O 2.137 0.111 -2.727
C 1.678 1.278 -4.790
C 1.262 2.472 -5.454
H 0.967 5.735 -4.832
H 0.675 4.400 -2.764
H 1.127 2.463 -1.652
H 2.239 0.483 -1.891
H 1.873 0.353 -5.375
H 1.232 2.499 -6.602
O -3.647 -1.753 2.995
C -4.163 -1.784 1.683
C -4.404 -0.702 1.004
C -5.026 -0.736 -0.540
C -5.272 -2.102 -0.961
O -5.840 -2.230 -2.154
C -4.876 -3.283 -0.149
C -4.371 -3.080 1.195
H -3.732 -2.516 3.392
H -4.140 0.371 1.331
H -4.955 0.155 -1.170
H -5.479 -1.987 -2.841
H -5.114 -4.322 -0.534
H -4.123 -3.949 1.801
C -3.678 2.883 -5.332
C -4.910 2.949 -4.580
C -4.778 2.964 -3.207
N -3.608 2.903 -2.589
C -2.492 2.635 -3.272
C -2.446 2.770 -4.669
H -3.576 3.066 -6.515
H -5.781 3.115 -5.079
H -5.732 3.229 -2.615
H -1.663 2.246 -2.768
H -1.449 2.511 -5.112
C -1.376 0.299 -0.564
C -0.598 -0.857 -0.360
C 0.552 -0.776 0.381
N 0.937 0.384 1.048
C 0.240 1.450 0.749
C -0.968 1.477 0.019
H -2.103 0.279 -1.373
H -0.971 -1.718 -0.884
H 1.325 -1.533 0.235
H 0.247 2.514 1.204
H -1.388 2.473 -0.167
C -2.878 2.143 6.142
C -2.714 1.739 4.817
C -1.505 2.066 4.204
N -0.349 2.555 4.831
C -0.568 2.827 6.107
C -1.812 2.740 6.814
H -3.745 2.114 6.525
H -3.413 1.181 4.292
H -1.231 1.953 3.171
H 0.163 3.209 6.638
H -2.039 2.979 7.860
C -1.501 -5.204 0.066
C -2.436 -5.992 -0.638
C -2.089 -7.285 -0.849
N -0.874 -7.790 -0.686
C 0.076 -7.009 -0.149
C -0.226 -5.757 0.326
H -1.703 -4.181 0.447
H -3.397 -5.664 -1.037
H -2.905 -7.909 -1.346
H 0.821 -7.448 0.114
H 0.465 -5.096 0.722
C 5.160 3.849 -0.200
C 5.994 3.134 -1.086
C 5.524 1.801 -1.404
N 4.415 1.249 -0.844
C 3.742 2.066 0.002
C 4.085 3.292 0.395
H 5.414 4.762 -0.061
H 6.877 3.577 -1.619
H 6.074 1.187 -2.097
H 3.018 1.670 0.533
H 3.371 3.710 1.040
*
```

Summary:
- calculated total energy (hartree) = -2389.0929
- SMILES = Oc1ccc(O)cc1.Oc1ccc(O)cc1.Oc1ccc(O)cc1.c1ccncc1.c1ccncc1.c1ccncc1.c1ccncc1.c1ccncc1
- strongest force on any atom (hartree/bohr) = 0.2539

=====

[5]
This record from the OMol25 dataset describes a structure of composition C10H40BeN20O10 at a distorted geometry. The level of theory is the ωB97M-V functional and the def2-TZVPD basis.

```
! wB97M-V def2-TZVPD RIJCOSX def2/J DEFGRID3
* xyz 2 1
Be -0.046 0.221 0.555
C -0.427 -2.492 2.573
O 0.360 -1.621 2.164
N -1.464 -2.163 3.292
N -0.547 -3.786 2.292
H -1.539 -1.254 3.726
H -1.810 -2.976 3.780
H -0.003 -4.236 1.569
H -1.307 -4.344 2.653
C 2.653 1.153 2.904
O 1.559 1.072 2.333
N 2.846 1.101 4.231
N 3.651 1.501 2.260
H 2.092 0.760 4.811
H 3.678 1.408 4.715
H 4.581 1.521 2.651
H 3.508 1.875 1.332
C -3.491 -0.230 0.513
O -2.431 -0.568 0.005
N -4.541 0.279 -0.103
N -3.781 -0.337 1.771
H -4.588 0.300 -1.112
H -5.444 0.226 0.346
H -3.052 -0.774 2.318
H -4.650 0.106 2.030
C 2.960 -1.308 -3.973
O 2.888 -2.513 -3.893
N 2.742 -0.483 -2.980
N 3.418 -0.765 -5.027
H 2.755 0.523 -3.067
H 2.121 -0.929 -2.319
H 3.707 0.202 -5.001
H 3.834 -1.258 -5.804
C 2.723 -2.113 0.038
O 1.725 -1.453 -0.244
N 3.665 -2.578 -0.750
N 2.781 -2.842 1.090
H 3.800 -2.288 -1.708
H 4.115 -3.442 -0.483
H 3.575 -3.425 1.310
H 1.998 -2.935 1.721
C -1.879 1.926 3.517
O -1.407 1.201 2.664
N -1.785 1.846 4.834
N -2.721 2.885 3.243
H -2.687 1.910 5.284
H -1.081 1.206 5.172
H -3.262 2.856 2.391
H -3.097 3.342 4.061
C -1.042 -4.127 -1.151
O -0.030 -4.694 -0.776
N -2.218 -4.729 -1.203
N -1.186 -2.936 -1.648
H -2.401 -5.683 -0.925
H -2.776 -4.430 -1.990
H -2.159 -2.677 -1.735
H -0.375 -2.336 -1.694
C -0.840 0.423 -2.862
O 0.044 0.141 -1.995
N -1.483 -0.399 -3.604
N -1.132 1.596 -3.391
H -1.374 -1.382 -3.399
H -1.861 -0.129 -4.501
H -0.684 2.418 -3.014
H -1.823 1.696 -4.121
C 2.828 2.680 -1.099
O 2.137 1.856 -0.475
N 2.315 3.718 -1.760
N 4.056 2.468 -1.458
H 1.354 3.869 -1.489
H 2.954 4.445 -2.049
H 4.500 3.309 -1.798
H 4.506 1.674 -1.027
C -2.174 2.995 -0.501
O -1.293 2.219 -0.319
N -2.109 4.001 -1.356
N -3.298 2.998 0.217
H -1.245 4.041 -1.878
H -2.904 4.491 -1.741
H -3.270 2.261 0.908
H -3.708 3.918 0.154
*
```

Summary:
- calculated total energy (hartree) = -2267.0287
- strongest force on any atom (hartree/bohr) = 0.1625

=====

[6]
This record from the OMol25 dataset describes a cluster of 2 separate species, H2NOS2 in total at a distorted geometry. The level of theory is the ωB97M-V functional and the def2-TZVPD basis.

```
! wB97M-V def2-TZVPD RIJCOSX def2/J DEFGRID3
* xyz -1 1
N -0.783 1.461 -1.295
O 1.955 -0.104 0.207
S -0.086 -0.578 2.248
S 0.520 -0.270 0.397
H -1.793 1.202 -1.354
H 0.187 -1.712 -0.203
*
```

Summary:
- calculated total energy (hartree) = -927.4120
- strongest force on any atom (hartree/bohr) = 0.0652